The following is a DFT calculation (ωB97M-V/def2-TZVPD) of a molecular structure, C15H33ClN4OSi2.

```
56
Properties=species:S:1:pos:R:3:forces:R:3:nbo_charge:R:1
C -0.2373 -3.4869 0.3276 0.33 -0.16 -0.26 -0.6045
C 0.6608 -3.2516 -0.8827 -0.15 -0.18 0.05 -0.4115
C -0.0749 -2.6963 -2.1031 -0.22 -0.11 0.23 -0.2199
N -1.1496 -1.7291 -1.7599 0.50 0.32 -0.55 -1.0829
Si -0.6688 -0.0832 -1.6623 -0.83 0.10 0.48 1.7810
Cl -2.3915 1.0215 -1.3604 0.12 -0.10 -0.09 -0.4104
O 0.3078 0.1787 -0.3783 0.52 -0.12 -0.63 -1.2410
Si 1.9540 0.3786 -0.5903 0.10 0.13 0.62 1.1978
H -0.7388 -2.5815 0.6447 -0.08 0.10 0.09 0.2183
H 0.3691 -3.8767 1.1412 -0.03 0.00 0.17 0.2114
H -0.9815 -4.2422 0.0806 -0.20 0.01 0.06 0.1988
H 1.5205 -2.6381 -0.6189 0.00 0.23 0.08 0.1935
H 1.0718 -4.2181 -1.1754 0.20 -0.01 -0.10 0.2201
H 0.6444 -2.2758 -2.8112 0.13 0.04 -0.08 0.1791
H -0.5435 -3.5334 -2.6165 -0.14 -0.04 -0.04 0.1871
H -1.8936 -1.8003 -2.4433 -0.24 -0.14 0.17 0.3928
H -0.0567 0.4428 -2.8960 0.15 0.01 0.03 -0.2346
H 2.6355 -0.0981 0.6249 -0.05 -0.03 -0.01 -0.1771
H 2.2515 1.8102 -0.7835 -0.02 0.00 -0.10 -0.1918
H 2.4315 -0.4045 -1.7478 -0.08 0.00 -0.09 -0.2042
C -0.2737 -7.3262 -6.3300 -0.03 -0.01 0.03 -0.6137
C -1.3120 -6.8976 -5.3002 0.04 -0.05 -0.12 -0.3782
C -0.7699 -5.8685 -4.3015 -0.09 -0.11 -0.09 -0.5144
C 0.3560 -6.4010 -3.5367 -0.11 0.13 -0.01 0.2853
N 1.2332 -6.8299 -2.9369 0.19 -0.08 0.12 -0.3295
H 0.5787 -7.8119 -5.8543 0.02 0.02 0.02 0.2185
H -0.7051 -8.0330 -7.0378 0.00 0.00 -0.02 0.2186
H 0.0967 -6.4688 -6.8948 0.01 0.01 -0.01 0.2036
H -1.6725 -7.7705 -4.7542 -0.02 0.01 0.03 0.2105
H -2.1738 -6.4602 -5.8065 -0.02 0.04 0.04 0.2086
H -1.5458 -5.5719 -3.5949 -0.02 0.03 0.00 0.2480
H -0.4317 -4.9712 -4.8229 0.00 0.03 -0.01 0.2422
C -0.4928 4.2032 0.1894 0.00 -0.04 0.01 -0.6157
C -1.8753 4.5061 0.7519 0.10 -0.10 -0.07 -0.3780
C -2.0813 5.9917 1.0704 -0.01 -0.12 -0.03 -0.5116
C -1.1203 6.4599 2.0665 -0.13 -0.04 -0.06 0.3028
N -0.3606 6.7880 2.8593 0.14 0.09 0.16 -0.3532
H 0.2920 4.4471 0.9068 0.00 0.04 0.00 0.2165
H -0.4067 3.1429 -0.0475 0.00 0.00 -0.02 0.2230
H -0.3068 4.7705 -0.7247 0.01 0.00 -0.01 0.2021
H -2.0377 3.9182 1.6567 -0.04 0.02 0.02 0.2088
H -2.6364 4.1983 0.0335 -0.05 0.04 0.02 0.2125
H -3.0844 6.1685 1.4585 -0.02 0.04 -0.01 0.2490
H -1.9607 6.5981 0.1716 -0.01 0.01 -0.03 0.2431
C 1.5890 5.7047 5.5723 0.02 -0.01 0.04 -0.6185
C 0.6830 4.5567 5.9947 0.01 0.11 -0.05 -0.3764
C 1.4404 3.4065 6.6689 -0.08 0.09 -0.06 -0.5102
C 2.4299 2.8134 5.7709 -0.10 0.00 0.11 0.2928
N 3.1903 2.3505 5.0490 0.16 -0.08 -0.15 -0.3412
H 2.3230 5.3775 4.8350 0.02 -0.02 0.01 0.2146
H 1.0058 6.5004 5.1173 -0.02 0.04 -0.03 0.2409
H 2.1274 6.1172 6.4289 0.01 -0.03 0.01 0.1959
H 0.1504 4.1727 5.1228 -0.02 -0.02 0.00 0.2085
H -0.0724 4.9230 6.6922 -0.01 -0.06 0.03 0.2058
H 0.7536 2.6178 6.9772 0.00 -0.02 0.04 0.2461
H 1.9599 3.7618 7.5600 0.01 0.00 0.03 0.2410
```
Positions in Å, forces in eV/Å.

Computed properties:
**Gap between HOMO and LUMO**: 10.4 eV
**LUMO level**: 0.3766 eV
**Total charge**: 0



The following is a DFT calculation (ωB97M-V/def2-TZVPD) of 2 unconnected molecules or ions with the total composition C15H33FNO3PS.

```
55
Properties=species:S:1:pos:R:3:forces:R:3:nbo_charge:R:1
C 0.6220 1.5637 -1.7329 0.55 -0.14 -0.13 -0.6172
C 1.5115 2.7874 -1.9660 -0.69 0.10 0.32 -0.3954
C 0.7429 4.0784 -2.2763 0.42 -0.13 -0.36 -0.4031
C -0.2689 3.9433 -3.4185 0.02 -0.25 0.16 -0.4057
C -1.6844 3.4671 -3.0454 0.13 0.33 -0.07 -0.4139
C -2.1524 4.0162 -1.6891 -0.52 -0.33 -0.09 -0.6964
P -3.9355 3.7508 -1.4313 0.75 0.09 0.21 0.7131
S -4.8311 2.1728 -2.6127 -0.93 0.45 -0.15 2.2200
O -4.7787 2.6329 -3.9460 0.18 -0.20 0.03 -0.8350
O -6.0203 1.8400 -1.9249 0.30 -0.10 -0.06 -0.8283
F -3.8063 1.0399 -2.4192 0.17 -0.05 0.10 -0.4395
H -0.2150 1.7634 -1.0646 -0.15 0.06 0.03 0.1704
H 0.2762 1.1556 -2.6810 -0.32 0.02 -0.02 0.2024
H 1.2053 0.7680 -1.2732 0.01 -0.07 0.07 0.2421
H 2.0940 2.9666 -1.0655 0.29 -0.01 -0.04 0.2143
H 2.1834 2.5774 -2.7934 0.22 -0.04 0.00 0.2123
H 1.4789 4.8163 -2.5936 0.02 0.13 0.08 0.2316
H 0.3123 4.4789 -1.3586 -0.18 0.05 0.06 0.1820
H 0.1267 3.2022 -4.1126 0.01 0.02 -0.18 0.2299
H -0.3411 4.8653 -3.9889 -0.07 0.21 0.11 0.2223
H -1.7170 2.3826 -3.0200 -0.08 -0.11 0.04 0.2274
H -2.3702 3.8139 -3.8172 -0.06 -0.13 -0.14 0.2273
H -1.6728 3.5154 -0.8515 0.16 0.06 0.09 0.2773
H -2.0137 5.0930 -1.6066 0.08 0.13 0.08 0.2813
H -4.6816 4.8789 -1.7757 -0.19 -0.12 -0.11 0.0948
H -4.2426 3.4428 -0.1048 -0.10 0.00 0.02 0.0851
C 2.1746 -3.0300 3.9196 -0.13 -0.08 -0.04 -0.6214
C 2.1411 -2.1547 2.6552 0.34 -0.28 0.84 0.0982
C 0.9957 -1.1424 2.7208 -0.35 0.09 -0.19 -0.4132
C -0.3828 -1.7596 2.4887 0.11 -0.03 -0.05 -0.3991
C -0.4027 -2.5492 1.1797 -0.11 0.40 0.14 -0.4141
C 0.6912 -3.6130 1.1056 -0.32 -0.91 0.21 0.0975
N 2.0129 -2.9910 1.4231 -0.30 1.16 -0.78 0.0236
O 2.5280 -2.4099 0.3914 0.13 -0.37 0.24 -0.4006
C 0.3667 -4.7829 2.0556 0.05 0.07 0.08 -0.6208
C 0.7485 -4.1972 -0.3012 0.10 0.10 -0.20 -0.6028
C 3.4693 -1.4080 2.6134 0.10 0.10 -0.15 -0.6022
H 1.2698 -3.6061 4.0885 0.05 0.07 -0.02 0.2107
H 3.0140 -3.7241 3.8776 0.00 -0.02 -0.04 0.2238
H 2.3079 -2.3955 4.7958 0.07 0.08 -0.05 0.2157
H 1.1646 -0.3709 1.9610 0.06 -0.07 -0.04 0.2009
H 1.0276 -0.6397 3.6892 0.06 -0.01 0.03 0.2173
H -0.6640 -2.3981 3.3294 0.02 -0.03 0.00 0.2025
H -1.1326 -0.9656 2.4472 -0.02 -0.02 0.03 0.2040
H -1.3764 -3.0249 1.0432 0.02 -0.10 -0.03 0.2154
H -0.2723 -1.8514 0.3445 0.09 -0.03 -0.01 0.2015
H 1.2428 -5.4138 2.2063 0.02 0.02 0.00 0.2268
H -0.4159 -5.4013 1.6179 0.00 0.03 -0.11 0.2188
H -0.0039 -4.4698 3.0287 0.02 0.00 -0.05 0.2040
H 0.8891 -3.4304 -1.0602 0.07 0.01 0.07 0.2256
H -0.1896 -4.7098 -0.5105 -0.05 -0.04 0.07 0.2058
H 1.5606 -4.9188 -0.3915 0.01 0.01 0.01 0.2257
H 4.3024 -2.0967 2.4753 -0.02 -0.02 -0.01 0.2258
H 3.6095 -0.8877 3.5607 -0.03 -0.03 0.07 0.2081
H 3.5024 -0.6702 1.8145 -0.02 -0.08 -0.03 0.2232
```
Positions in Å, forces in eV/Å.

Computed properties:
**Spin multiplicity**: 2
**Gap between HOMO and LUMO (spin up / spin down)**: 5.5 / 6.5 eV
**LUMO level (spin up / spin down)**: -4.4538 / -4.4538 eV
**Expectation value of S²**: 0.754
**Total charge**: +1



no.,E (Eh),molecular weight (u)
1,-1924.90992,377.08
2,-1710.83764,357.47